C6H6 | ωB97M-V/def2-TZVPD

The geometry in XYZ format:
```
12
Properties=species:S:1:pos:R:3:forces:R:3
C 1.240525 0.965135 -2.512955 0.09 -0.05 -0.63
C -0.725196 -0.263904 -0.940083 0.56 -0.40 -0.26
C 0.195185 -0.027947 0.407382 -0.83 -1.11 -4.84
C 0.485891 0.299947 -1.733196 -0.40 -0.65 1.40
C 1.189501 0.452065 -0.372922 -2.58 -0.93 0.54
C -0.316151 -0.371923 1.716613 -2.23 0.51 -1.54
H 0.345394 -0.378827 2.472738 2.53 0.21 2.63
H -1.048694 0.426184 1.883664 -0.30 -0.38 0.53
H 2.034886 0.988708 -0.229149 2.67 1.18 0.84
H -1.162042 -1.297090 -1.300307 1.08 2.02 0.97
H -0.802389 -1.348814 1.710264 -0.17 0.15 -0.18
H -1.436910 0.556466 -1.102049 -0.45 -0.56 0.52
```
Positions in Å, forces in eV/Å.

Relative energy (zero: lowest compared OMol25 entry of this formula, charge and spin) (kJ/mol): 627.0
Gap between HOMO and LUMO (eV): 9.30
Strongest force on any atom (Eh/bohr): 0.0978
HOMO energy (eV): -8.92
LUMO (eV): 0.374

C3H11NOS2 | ωB97M-V/def2-TZVPD

The geometry in XYZ format:
```
18
Properties=species:S:1:pos:R:3:forces:R:3
S -1.244381 2.140619 -2.434216 2.55 1.60 -0.02
S 0.303008 2.156737 -0.928887 -2.56 2.33 0.17
O -5.729242 -2.916615 0.815829 -3.11 0.49 1.62
N 1.529068 -0.557924 2.005277 -0.96 -0.94 -0.54
C 2.345731 0.724704 -0.173579 -0.48 -2.68 -0.01
C 1.334006 -0.318329 0.485363 -2.62 1.50 2.73
C 1.668166 1.197528 -1.423289 0.56 0.34 -3.84
H 2.269572 1.741052 -2.276402 -0.57 -0.84 2.10
H 1.219951 0.196217 2.592354 0.12 1.02 -0.28
H 0.882726 -1.304970 2.403337 1.16 0.78 -1.43
H 3.167229 0.009559 -0.411500 -0.01 1.16 -0.01
H 2.715183 1.582118 0.379305 -0.16 -0.23 0.61
H 1.130116 0.449516 -2.001849 0.63 -0.93 0.14
H -1.949184 1.171112 -2.006296 -1.06 -1.75 0.88
H -5.016676 -2.416948 1.117293 3.09 0.98 0.00
H 1.539239 -1.274487 0.108296 0.38 -1.18 -0.96
H -6.317094 -2.469994 1.510161 0.02 -1.47 -1.62
H 0.152586 -0.109900 0.238810 3.04 -0.17 0.48
```
Positions in Å, forces in eV/Å.

Relative energy (zero: lowest compared OMol25 entry of this formula, charge and spin) (kJ/mol): 193.3
SMILES string: NCCCSS.O
Gap between HOMO and LUMO (eV): 9.09
Strongest force on any atom (Eh/bohr): 0.0791
HOMO energy (eV): -8.83
LUMO (eV): 0.259

C3H7N2 | ωB97M-V/def2-TZVPD

The geometry in XYZ format:
```
12
Properties=species:S:1:pos:R:3:forces:R:3
N 0.381351 -1.792619 1.454401 -1.60 -1.45 2.05
N -1.061633 0.981345 -0.458336 -2.14 0.11 0.08
C 0.466292 -0.843881 0.684130 -0.18 -0.75 -1.03
C 1.093374 -0.506551 -0.579987 -0.23 0.96 -0.62
C 0.239246 0.495043 0.163502 0.01 2.24 1.23
H -1.060464 1.950544 -0.884611 0.51 -1.15 0.61
H -0.350246 -1.805262 2.231572 1.37 0.60 -1.18
H 0.802731 1.253233 0.775296 -1.02 -0.36 -0.97
H 0.684759 -0.784778 -1.524282 -0.81 -1.02 -0.36
H 2.085133 -0.253636 -0.798361 1.60 0.35 0.43
H -1.949714 0.970357 0.173186 2.08 0.00 -0.80
H -1.330830 0.336206 -1.236509 0.39 0.49 0.55
```
Positions in Å, forces in eV/Å.

Relative energy (zero: lowest compared OMol25 entry of this formula, charge and spin) (kJ/mol): 237.9
SMILES string: [H]/N=C1/C[C@H]1[NH3+]
Gap between HOMO and LUMO (eV): 9.73
Strongest force on any atom (Eh/bohr): 0.0580
HOMO energy (eV): -14.01
Total charge: +1
LUMO (eV): -4.283

Question: What is the HOMO energy in the first record?
Answer: -8.92 eV

Question: Among the records above, which one has the highest strongest force on any atom?
Answer: C6H6